{
  "formula": "C14H27ClIN2P2Tl",
  "method": "the ωB97M-V functional and the def2-TZVPD basis",
  "symbols": ["C", "I", "H", "H", "H", "Tl", "P", "C", "C", "H", "H", "H", "H", "H", "H", "C", "H", "H", "H", "P", "C", "C", "H", "H", "H", "C", "H", "H", "H", "H", "H", "H", "Cl", "N", "C", "N", "C", "C", "C", "C", "C", "C", "H", "H", "H", "H", "H", "H"],
  "positions_angstrom": [[0.9695, -0.7371, 0.7980], [-1.7351, 0.4023, -0.3338], [1.9074, -1.3460, 0.9472], [0.1184, -1.3178, 0.3733], [0.6917, -0.1169, 1.6694], [2.9822, 1.9684, -0.8761], [1.4202, -0.7831, -2.1432], [0.5106, -2.4036, -2.1281], [0.7928, -0.1626, -3.7590], [1.2074, -0.7138, -4.6151], [3.0665, -1.7664, -3.7399], [1.0326, 0.9022, -3.8724], [3.7775, -0.5488, -2.5765], [-0.5356, -2.2027, -2.4217], [-0.2985, -0.2579, -3.7497], [3.0720, -1.4012, -2.6921], [0.9445, -3.1501, -2.8352], [3.3850, -2.2078, -2.0012], [0.4659, -2.8163, -1.0989], [-0.9131, 1.9147, 1.7941], [-2.0723, 0.8191, 2.7399], [0.0154, 2.4771, 3.3108], [-1.1588, 4.2115, 1.1047], [-2.1255, 3.8494, 2.5657], [-2.6988, 3.3206, 0.9213], [-1.8369, 3.4791, 1.5725], [0.9809, 2.9070, 2.9840], [-0.6252, 3.2301, 3.8084], [-2.7443, 1.4567, 3.3355], [-1.4547, 0.1780, 3.3994], [0.1864, 1.6072, 3.9714], [-2.6643, 0.1317, 2.1007], [2.4042, 4.4057, -1.4219], [-1.7859, -3.9159, 2.5442], [-0.9169, -2.9624, 2.0771], [-1.0546, -2.8493, 0.7813], [-2.0713, -3.6509, 0.3391], [-2.8685, -3.4994, -0.8028], [-3.9849, -4.3199, -0.9242], [-4.3562, -5.1955, 0.1151], [-3.6593, -5.2329, 1.3446], [-2.5272, -4.4052, 1.4422], [-1.9420, -4.1243, 3.5469], [-0.2188, -2.4287, 2.7224], [-2.5951, -2.7153, -1.5028], [-4.6039, -4.2664, -1.8109], [-5.2092, -5.8407, -0.0477], [-3.9151, -5.8538, 2.2246]],
  "forces_ev_per_angstrom": [[0.605, -2.103, 0.298], [0.786, 1.621, 0.210], [-0.789, 1.011, -0.367], [0.789, 0.380, 0.367], [0.539, 0.148, -0.788], [0.056, 1.070, -0.271], [0.083, -2.860, -2.150], [-0.622, 0.073, 0.932], [-0.568, 1.442, 0.510], [0.066, -0.077, 0.560], [-0.303, 0.304, 0.680], [-0.066, -0.188, -0.200], [-0.123, -0.765, -0.330], [0.460, -0.137, 0.112], [0.203, 0.097, -0.084], [0.880, 0.768, 1.237], [-0.039, 0.796, 0.475], [-0.036, 0.415, -0.409], [0.117, 0.005, -0.690], [-4.130, -0.082, 1.131], [-0.071, -0.662, -0.042], [2.262, -0.764, -0.580], [-0.311, -0.117, 0.101], [-0.025, -0.250, -0.356], [0.060, 0.142, 0.127], [0.365, -0.015, -1.050], [-0.435, 0.035, 0.619], [0.226, -0.472, -0.576], [0.314, -0.246, -0.022], [-0.403, 0.377, -0.149], [0.044, 0.518, -0.383], [0.290, 0.721, 0.623], [0.034, -0.948, 0.316], [-0.212, -0.418, 0.729], [-1.184, -1.560, -0.598], [1.239, 1.864, -0.284], [-0.935, 0.025, 1.449], [0.230, -0.636, 0.110], [0.402, 0.374, 0.246], [0.783, -0.167, 0.981], [0.122, -0.018, -0.153], [-0.271, 0.528, 0.134], [0.167, -0.023, -1.257], [-0.188, -0.280, -0.272], [-0.141, -0.319, -0.289], [0.009, 0.013, 0.064], [-0.005, 0.018, 0.170], [-0.274, 0.364, -0.880]],
  "orbital_gap_ev": [3.760, 3.756],
  "e_homo_ev": [-13.629, -13.630],
  "total_charge": 2
}